C32H69AlO11P as an isolated structure in a non-equilibrium geometry, computed with wB97M-V/def2-TZVPD.

XYZ file:
```
114
C32H69AlO11P, DFT wB97M-V/def2-TZVPD
C 4.9269 -1.3739 1.5461
C 3.8977 -0.1876 0.9828
O 3.9304 0.9777 1.6811
O 2.9957 -0.4006 -0.1955
C 1.6371 -0.7246 0.3524
C 1.2608 -2.3158 0.2340
C -0.3177 -2.5906 -0.2459
C -0.3002 -4.0310 -1.0282
C -1.7474 -4.5240 -1.6182
C -3.0427 -4.0839 -0.6583
C -2.8661 -4.6898 0.8537
C -3.9724 -4.1781 1.9476
Al -4.4530 -2.1512 1.7472
C -6.0177 -2.0834 0.4238
O -6.9990 -1.0143 0.6625
C -6.3045 0.3004 0.8479
C -6.7239 1.1284 2.2197
C -5.9878 2.5609 2.5305
C -4.8711 3.1240 1.4685
C -4.4623 2.3541 0.0763
C -5.1967 0.9067 -0.2316
P -4.9237 -1.3796 3.8829
O -4.2605 0.0546 4.0285
O -6.6067 -1.3917 4.3267
O -4.0216 -2.4279 4.9985
H 5.9707 -1.3491 0.9787
H 4.4166 -2.4493 1.4832
H 5.1810 -1.1789 2.6842
H 1.6831 -0.3552 1.4872
H 0.8861 -0.0382 -0.2386
H 1.9438 -2.7564 -0.6405
H 1.4389 -2.9350 1.2155
H -0.9789 -2.5768 0.7378
H -0.7004 -1.7119 -0.9303
H 0.1983 -4.8284 -0.3029
H 0.4325 -3.9159 -1.9414
H -1.9169 -3.9437 -2.6382
H -1.7555 -5.6785 -1.8465
H -3.9903 -4.6254 -1.1303
H -3.0956 -2.9176 -0.7295
H -1.7857 -4.5196 1.3182
H -3.0102 -5.8701 0.7565
H -4.9402 -4.8406 2.0260
H -3.4485 -4.2474 3.0156
H -3.2149 -1.3754 1.0631
H -6.6248 -3.0886 0.3216
H -5.5425 -1.8667 -0.6485
H -7.5230 0.6435 2.9517
H -6.2993 3.1055 3.5461
H -4.3211 4.1522 1.7163
H -3.6917 2.7452 -0.7220
H -4.9817 0.2544 -1.1833
H -6.6395 -0.8859 5.2086
H -3.0866 -2.0561 5.0537
C -0.7463 -8.5128 -3.8282
C -1.7434 -9.0060 -2.7919
C -2.2192 -10.4152 -3.1073
O -2.8638 -8.1257 -2.7582
H -1.2007 -8.4798 -4.8249
H -0.4219 -7.4929 -3.5953
H 0.1352 -9.1604 -3.8676
H -1.2817 -8.9870 -1.7987
H -2.7259 -10.4496 -4.0783
H -2.9456 -10.7522 -2.3601
H -1.3821 -11.1198 -3.1250
H -3.2800 -8.1361 -3.6361
C 6.4047 1.0754 -3.6957
C 5.9321 0.6684 -2.3091
C 6.3802 1.6685 -1.2552
O 6.4545 -0.6188 -1.9910
H 7.4989 1.1164 -3.7405
H 6.0856 0.3402 -4.4421
H 6.0066 2.0554 -3.9767
H 4.8395 0.5899 -2.3010
H 7.4734 1.7305 -1.2134
H 6.0435 1.3563 -0.2608
H 5.9814 2.6662 -1.4629
H 7.4243 -0.5586 -1.9959
C -2.8953 7.2831 -0.9033
C -3.3679 6.8761 0.4832
C -2.9198 7.8762 1.5371
O -2.8455 5.5889 0.8013
H -1.8011 7.3241 -0.9482
H -3.2144 6.5479 -1.6498
H -3.2934 8.2631 -1.1844
H -4.4605 6.7976 0.4913
H -1.8266 7.9382 1.5789
H -3.2565 7.5640 2.5315
H -3.3186 8.8739 1.3294
H -1.8757 5.6491 0.7964
C -2.8644 5.5005 6.5118
C -3.1296 5.2668 5.0331
C -2.1361 4.2798 4.4411
O -3.0371 6.5060 4.3351
H -1.8650 5.9217 6.6690
H -3.5791 6.2223 6.9215
H -2.9437 4.5681 7.0793
H -4.1489 4.8894 4.8972
H -1.1111 4.6577 4.5248
H -2.3315 4.1308 3.3737
H -2.1936 3.3108 4.9465
H -2.1352 6.8485 4.4503
C 11.2953 3.0855 -5.6651
C 10.3178 3.0776 -4.5006
C 10.9436 3.6694 -3.2477
O 9.9086 1.7382 -4.2366
H 12.1817 2.4829 -5.4369
H 10.8355 2.6454 -6.5565
H 11.6172 4.1040 -5.9035
H 9.4214 3.6473 -4.7687
H 11.8174 3.0876 -2.9338
H 10.2329 3.6459 -2.4148
H 11.2550 4.7054 -3.4136
H 10.6982 1.2248 -3.9977
```

Computed properties:
relative energy (zero: lowest compared OMol25 entry of this formula, charge and spin): 353.19 kcal per mole
HOMO: -4.8 eV
gap between HOMO and LUMO: 6.475 eV
E_LUMO: 1.7 eV
calculated total energy: -72700.2926 eV
charge: -1